Entry 1:
This record from the OMol25 dataset describes a molecular structure, C17H14F3FeN3S. The level of theory is wB97M-V/def2-TZVPD.

Output
* strongest force on any atom: 1.49 eV/A
* total charge: 0
* highest occupied orbital energy (spin up / spin down): -0.2700 / -0.2707 Eh
* ΔE to the lowest compared entry with this formula, charge and spin: 0.0 kJ/mol
* spin multiplicity: 1

Positions of all 39 atoms, in Å:
Fe1 -0.402 0.383 -0.492
S1 -1.295 -0.279 -2.631
F1 -1.034 2.833 0.858
F2 -0.447 3.041 -1.233
F3 1.063 2.855 0.310
N1 -2.560 0.804 -0.592
N2 -0.258 -0.041 1.573
N3 -2.950 1.800 -2.683
C1 1.580 -3.228 1.221
C2 -3.912 2.772 -0.787
C3 1.276 -1.874 1.094
C4 -0.424 -3.640 2.470
C5 3.510 -1.158 0.264
C6 -3.312 1.730 -0.056
C7 0.752 -4.107 1.904
C8 -0.742 -2.294 2.367
C9 -0.099 2.299 -0.063
C10 1.510 -0.017 -0.562
C11 0.101 -1.422 1.695
C12 -2.344 0.823 -1.938
C13 4.316 -0.454 -0.610
C14 2.123 -0.969 0.270
C15 2.358 0.650 -1.464
C16 3.727 0.437 -1.502
C17 -3.675 2.783 -2.125
H1 -1.074 0.176 2.129
H2 1.018 -5.154 1.980
H3 -1.089 -4.314 2.995
H4 -1.656 -1.913 2.814
H5 3.960 -1.865 0.954
H6 1.928 1.375 -2.149
H7 -2.693 1.836 -3.660
H8 5.389 -0.597 -0.598
H9 -3.443 1.674 1.019
H10 -4.039 3.553 -2.792
H11 0.504 0.588 1.803
H12 2.478 -3.601 0.744
H13 4.342 0.971 -2.219
H14 -4.487 3.547 -0.309

Entry 2:
This record from the OMol25 dataset describes a single C27H25N3O5 molecule. The level of theory is wB97M-V/def2-TZVPD.

Output
* strongest force on any atom: 1.30 eV/A
* total charge: 0
* highest occupied orbital energy: -0.2846 Eh
* ΔE to the lowest compared entry with this formula, charge and spin: 49.7 kJ/mol
* spin multiplicity: 1

Positions of all 60 atoms, in Å:
O1 2.663 2.234 5.356
O2 0.297 1.254 -1.274
O3 -1.454 -1.448 -1.198
O4 0.600 -0.292 -5.055
O5 4.696 1.161 5.185
N1 -0.337 -1.628 2.369
N2 -0.445 -0.852 -3.131
N3 1.040 -0.151 0.312
C1 -2.641 0.730 -3.824
C2 -3.750 1.541 -4.170
C3 0.469 -2.275 1.363
C4 -4.821 1.647 -3.258
C5 -4.791 0.980 -2.061
C6 0.770 -1.524 -2.693
C7 -1.575 1.291 -5.918
C8 1.602 -1.387 0.806
C9 -1.490 -0.798 -2.226
C10 1.287 0.326 4.590
C11 -2.635 0.045 -2.593
C12 4.057 2.370 5.533
C13 3.696 0.305 4.804
C14 -3.698 0.176 -1.725
C15 0.086 -1.723 3.751
C16 -1.554 0.618 -4.714
C17 -3.737 2.210 -5.412
C18 2.465 0.955 4.907
C19 0.298 0.555 1.341
C20 1.356 -1.000 4.148
C21 -2.672 2.083 -6.266
C22 -0.815 -0.352 1.887
C23 2.585 -1.640 4.064
C24 1.709 -0.498 -2.041
C25 0.954 0.271 -0.964
C26 3.780 -1.001 4.388
C27 -0.380 -0.187 -4.346
H1 -0.742 -1.345 4.358
H2 -1.360 0.159 2.682
H3 0.344 0.839 4.684
H4 0.888 -3.197 1.770
H5 -2.672 2.600 -7.214
H6 2.608 -0.985 -1.670
H7 -5.666 2.268 -3.520
H8 0.203 -2.790 3.968
H9 -0.130 1.450 0.888
H10 2.621 -2.670 3.742
H11 0.994 0.840 2.136
H12 -3.672 -0.354 -0.784
H13 -0.202 -2.520 0.534
H14 1.248 -1.965 -3.570
H15 -1.504 -0.565 1.061
H16 -5.614 1.072 -1.368
H17 1.994 0.229 -2.803
H18 4.273 2.611 6.586
H19 2.123 -1.928 0.019
H20 2.316 -1.144 1.601
H21 4.432 3.183 4.891
H22 -4.583 2.827 -5.679
H23 0.481 -2.302 -1.984
H24 -0.728 1.195 -6.581
H25 4.729 -1.505 4.321

Entry 3:
This record from the OMol25 dataset describes a molecular structure, C33H32IrN5O3. The level of theory is wB97M-V/def2-TZVPD.

Output
* strongest force on any atom: 4.10 eV/A
* total charge: +3
* highest occupied orbital energy (spin up / spin down): -0.6093 / -0.6092 Eh
* ΔE to the lowest compared entry with this formula, charge and spin: 355.0 kJ/mol
* spin multiplicity: 2

Positions of all 74 atoms, in Å:
Ir1 -0.606 0.284 0.160
O1 3.442 1.460 -0.439
O2 1.571 0.275 -0.103
O3 3.484 4.073 4.952
N1 1.872 3.980 3.314
N2 0.118 2.190 -1.223
N3 -3.093 1.460 1.858
N4 0.247 0.156 2.449
N5 2.263 2.189 4.772
C1 2.631 3.461 4.388
C2 0.179 -2.427 -0.810
C3 1.108 -3.408 -0.202
C4 1.049 1.120 2.893
C5 -2.234 1.175 1.138
C6 1.223 6.602 0.896
C7 3.149 7.249 2.226
C8 -2.080 3.020 -1.756
C9 2.135 8.920 0.657
C10 -2.294 4.997 -3.126
C11 2.181 7.585 1.255
C12 -2.867 3.961 -2.368
C13 2.274 1.206 -0.541
C14 -1.628 -0.695 -2.110
C15 -0.111 -0.830 3.255
C16 -0.362 -0.935 -2.676
C17 -0.002 -0.366 -3.996
C18 2.086 3.248 -2.090
C19 3.106 6.057 2.901
C20 0.516 -1.806 -2.021
C21 1.134 0.109 5.057
C22 -0.680 3.082 -1.863
C23 -2.051 -1.370 -0.941
C24 -3.500 -1.439 -0.588
C25 -0.935 5.072 -3.266
C26 -1.088 -2.162 -0.249
C27 0.340 -0.904 4.568
C28 1.415 2.278 -1.342
C29 1.311 4.174 -2.747
C30 1.160 5.414 1.565
C31 1.490 1.182 4.223
C32 -0.090 4.128 -2.643
C33 2.067 5.132 2.626
H1 2.659 9.657 1.262
H2 3.921 7.968 2.461
H3 -3.920 -2.314 -1.090
H4 2.126 -3.019 -0.156
H5 1.465 0.094 6.086
H6 -4.054 -0.576 -0.947
H7 2.716 1.944 5.652
H8 -1.409 -2.750 0.604
H9 -0.210 -1.117 -4.763
H10 -3.675 -1.574 0.477
H11 -0.766 -1.586 2.852
H12 0.520 6.821 0.106
H13 -2.344 -0.102 -2.666
H14 0.408 4.681 1.307
H15 1.058 -0.136 -4.067
H16 3.831 5.835 3.669
H17 -0.484 5.857 -3.852
H18 -3.940 3.907 -2.272
H19 1.152 -4.289 -0.848
H20 -2.933 5.722 -3.603
H21 -3.842 1.669 2.491
H22 -2.522 2.222 -1.176
H23 1.388 1.817 2.140
H24 3.164 3.246 -2.135
H25 1.107 9.235 0.473
H26 1.020 3.480 3.089
H27 0.068 -1.743 5.188
H28 1.473 -2.029 -2.473
H29 0.794 -3.728 0.787
H30 -0.587 0.517 -4.240
H31 2.622 8.913 -0.327
H32 1.778 4.930 -3.361

Entry 4:
This record from the OMol25 dataset describes a single C3H4NP molecule. The level of theory is wB97M-V/def2-TZVPD.

Output
* strongest force on any atom: 3.91 eV/A
* total charge: 0
* highest occupied orbital energy: -0.3365 Eh
* ΔE to the lowest compared entry with this formula, charge and spin: 146.2 kJ/mol
* spin multiplicity: 1

Positions of all 9 atoms, in Å:
P1 -0.500 -0.637 -1.177
N1 1.349 0.690 0.187
C1 0.249 0.081 1.336
C2 -0.758 -0.425 0.646
C3 0.980 0.409 -1.002
H1 -1.745 -0.937 0.960
H2 -1.549 0.171 -1.452
H3 1.473 0.619 -1.898
H4 0.500 0.030 2.401

Entry 5:
This record from the OMol25 dataset describes a molecular structure, C12H10As5CuF30N2O4. The level of theory is wB97M-V/def2-TZVPD.

Output
* strongest force on any atom: 3.47 eV/A
* total charge: -4
* highest occupied orbital energy: -0.1407 Eh
* ΔE to the lowest compared entry with this formula, charge and spin: 347.4 kJ/mol
* spin multiplicity: 1

Positions of all 64 atoms, in Å:
As1 3.362 0.406 7.258
As2 6.898 1.920 -1.331
As3 -4.045 -3.778 3.652
As4 -5.089 -0.473 -4.484
As5 3.415 -5.592 1.403
Cu1 0.095 1.021 -0.029
F1 -6.519 -0.799 -3.507
F2 -4.514 -3.068 5.271
F3 2.168 -6.513 0.503
F4 4.994 -0.241 6.685
F5 -3.710 -0.303 -5.613
F6 -6.050 -1.150 -5.840
F7 6.567 3.418 -0.412
F8 2.354 -4.156 1.259
F9 5.148 1.581 -1.024
F10 -2.523 -4.157 4.407
F11 -5.864 1.061 -4.947
F12 3.882 0.238 8.955
F13 2.718 0.255 5.585
F14 7.253 0.957 0.110
F15 -5.658 -3.310 2.893
F16 3.902 2.153 7.121
F17 8.607 2.329 -1.331
F18 4.413 -7.016 1.600
F19 -3.395 -4.629 2.147
F20 4.619 -4.553 2.333
F21 4.386 -5.269 -0.132
F22 -4.538 -2.162 -3.946
F23 6.643 2.846 -2.739
F24 -4.100 0.228 -3.108
F25 2.778 -5.972 3.050
F26 -4.793 -5.310 3.997
F27 1.709 0.908 7.880
F28 7.081 0.375 -2.232
F29 -3.366 -2.215 2.991
F30 2.769 -1.358 7.442
O1 2.380 -2.623 -6.051
O2 -6.878 5.350 2.889
O3 -4.756 5.468 3.241
O4 1.947 -4.704 -6.445
N1 -5.880 5.907 3.401
N2 2.542 -3.652 -6.719
C1 5.409 -3.591 -9.880
C2 -5.200 7.248 5.354
C3 -5.555 8.007 6.482
C4 4.800 -4.767 -9.495
C5 3.552 -3.646 -7.791
C6 -6.825 8.539 6.603
C7 4.207 -2.418 -8.139
C8 -6.200 6.921 4.409
C9 5.045 -2.439 -9.178
C10 -7.462 7.370 4.606
C11 -7.799 8.271 5.671
C12 3.903 -4.834 -8.457
H1 3.395 -5.765 -8.254
H2 5.388 -1.505 -9.598
H3 -4.844 8.118 7.287
H4 -4.239 6.755 5.339
H5 5.151 -5.675 -9.962
H6 4.120 -1.442 -7.685
H7 -7.126 9.073 7.492
H8 -8.147 7.100 3.816
H9 -8.745 8.779 5.787
H10 6.221 -3.513 -10.589

Entry 6:
This record from the OMol25 dataset describes 2 unconnected molecules or ions with the total composition C27H41N2. The level of theory is wB97M-V/def2-TZVPD.

Output
* strongest force on any atom: 1.76 eV/A
* total charge: +1
* highest occupied orbital energy: -0.4052 Eh
* ΔE to the lowest compared entry with this formula, charge and spin: 52.8 kJ/mol
* spin multiplicity: 1

Positions of all 70 atoms, in Å:
N1 0.520 1.022 3.598
N2 -2.179 1.331 3.537
C1 -2.836 -1.144 1.392
C2 4.771 0.106 0.823
C3 1.408 1.780 0.118
C4 -2.315 -1.000 0.095
C5 1.991 -0.478 1.119
C6 4.339 -1.151 1.264
C7 0.050 -1.987 0.582
C8 2.432 0.796 0.600
C9 -1.617 -3.128 -0.996
C10 -2.361 -2.184 2.371
C11 2.188 2.060 5.001
C12 1.918 1.399 3.640
C13 3.796 1.056 0.484
C14 -3.930 0.752 -0.336
C15 6.232 0.404 0.645
C16 -3.850 -0.280 1.817
C17 -5.314 1.752 1.520
C18 -4.354 0.727 0.989
C19 0.605 -0.764 1.218
C20 -0.155 1.487 4.810
C21 2.630 -2.845 1.874
C22 -2.727 -0.163 -2.299
C23 -1.497 2.138 4.530
C24 2.992 -1.467 1.421
C25 -2.995 -0.160 -0.817
C26 -1.131 -1.797 -0.399
C27 0.806 2.398 5.585
H1 -2.056 2.204 5.482
H2 2.286 -3.453 1.029
H3 5.086 -1.925 1.464
H4 2.570 0.520 3.506
H5 -0.378 0.608 5.437
H6 -2.851 -1.149 -2.764
H7 6.532 1.300 1.201
H8 4.111 2.020 0.079
H9 -0.714 -1.221 -1.238
H10 -0.175 -2.737 1.347
H11 2.193 2.089 2.822
H12 6.844 -0.433 0.993
H13 -4.788 2.643 1.903
H14 -4.339 1.492 -1.030
H15 6.483 0.576 -0.413
H16 -1.396 -1.913 2.826
H17 -2.281 0.374 3.881
H18 0.754 2.217 6.660
H19 -3.454 0.512 -2.774
H20 0.567 3.457 5.403
H21 2.706 1.346 5.647
H22 0.804 1.336 -0.683
H23 -1.361 3.149 4.118
H24 -5.999 2.098 0.736
H25 0.850 -2.433 -0.027
H26 -3.101 1.720 3.365
H27 0.714 2.115 0.901
H28 -0.807 -3.613 -1.552
H29 -4.253 -0.400 2.825
H30 -5.909 1.344 2.348
H31 -1.973 -3.830 -0.230
H32 -3.084 -2.266 3.200
H33 -2.452 -2.962 -1.693
H34 0.007 1.313 2.776
H35 2.827 2.932 4.875
H36 -1.728 0.212 -2.561
H37 -2.255 -3.180 1.922
H38 3.509 -3.349 2.284
H39 1.906 2.671 -0.276
H40 -0.118 0.007 1.474
H41 1.849 -2.857 2.643

Entry 7:
This record from the OMol25 dataset describes 2 unconnected molecules or ions with the total composition C8H10Br2NO2. The level of theory is wB97M-V/def2-TZVPD.

Output
* strongest force on any atom: 4.20 eV/A
* total charge: -1
* highest occupied orbital energy (spin up / spin down): -0.1357 / -0.1357 Eh
* spin multiplicity: 1

Positions of all 23 atoms, in Å:
Br1 3.320 1.070 -0.298
Br2 -3.010 1.096 5.200
O1 0.475 2.381 -2.424
O2 2.096 -1.044 0.692
N1 0.965 -0.730 0.102
C1 1.694 1.839 -0.581
C2 0.469 -2.354 -1.323
C3 0.968 1.466 -1.756
C4 -1.231 0.423 0.087
C5 0.026 0.011 0.673
C6 0.364 0.339 2.125
C7 0.816 0.072 -2.126
C8 0.746 -1.046 -1.296
H1 0.453 -0.214 -3.177
H2 1.437 2.884 -0.301
H3 -1.208 0.636 -0.895
H4 0.481 -0.614 2.784
H5 -1.918 -0.352 0.015
H6 -1.727 1.234 0.714
H7 0.237 -2.805 -2.287
H8 1.196 0.978 2.178
H9 0.472 -3.007 -0.454
H10 -0.366 0.866 2.760

Entry 8:
This record from the OMol25 dataset describes a single C3H6N2OS molecule. The level of theory is wB97M-V/def2-TZVPD.

Output
* strongest force on any atom: 2.70 eV/A
* total charge: 0
* highest occupied orbital energy: -0.3448 Eh
* ΔE to the lowest compared entry with this formula, charge and spin: 221.1 kJ/mol
* spin multiplicity: 1

Positions of all 13 atoms, in Å:
S1 2.281 -0.031 -0.215
O1 -1.327 1.018 -0.249
N1 0.530 2.364 -0.065
N2 0.622 0.004 0.318
C1 -1.575 -0.403 -0.001
C2 -0.225 -1.099 -0.198
C3 -0.013 1.258 0.015
H1 -2.433 -0.803 -0.646
H2 -1.927 -0.487 1.044
H3 2.772 -0.662 0.937
H4 1.602 2.208 -0.010
H5 -0.083 -1.237 -1.300
H6 -0.224 -2.129 0.370

Entry 9:
This record from the OMol25 dataset describes 9 unconnected molecules or ions with the total composition H18O9. The level of theory is wB97M-V/def2-TZVPD.

Output
* strongest force on any atom: 4.93 eV/A
* total charge: 0
* highest occupied orbital energy: -0.3891 Eh
* ΔE to the lowest compared entry with this formula, charge and spin: 476.2 kJ/mol
* spin multiplicity: 1

Positions of all 27 atoms, in Å:
O1 -2.705 0.942 -1.469
O2 3.675 -0.812 1.034
O3 2.188 1.000 -0.132
O4 -4.269 -0.921 -1.187
O5 0.170 -1.380 3.145
O6 2.041 -0.766 -2.055
O7 0.036 1.662 4.009
O8 -0.326 0.198 0.630
O9 -1.836 -0.649 -3.534
H1 3.539 0.110 0.492
H2 -2.013 -0.425 -2.536
H3 -3.884 -0.088 -0.920
H4 0.066 2.601 3.747
H5 2.697 0.994 -1.128
H6 1.101 -0.750 -2.129
H7 0.053 -0.633 3.805
H8 -0.255 1.074 1.063
H9 3.852 -1.348 0.302
H10 2.339 -1.176 -2.957
H11 -3.377 -1.428 -1.354
H12 0.984 -1.000 2.709
H13 0.823 1.441 4.410
H14 1.869 0.020 -0.156
H15 -1.740 0.856 -1.500
H16 0.474 -0.225 0.804
H17 -2.599 -1.162 -3.817
H18 -2.907 1.866 -1.275

Entry 10:
This record from the OMol25 dataset describes a gas-phase ion, C5H8N (charge +1). The level of theory is wB97M-V/def2-TZVPD.

Output
* strongest force on any atom: 8.20 eV/A
* total charge: +1
* highest occupied orbital energy: -0.6008 Eh
* ΔE to the lowest compared entry with this formula, charge and spin: 479.6 kJ/mol
* spin multiplicity: 1

Positions of all 14 atoms, in Å:
N1 3.422 0.277 -0.052
C1 2.195 0.174 -0.044
C2 -0.043 0.926 0.155
C3 0.354 -1.518 0.041
C4 -1.537 0.787 -0.151
C5 0.834 -0.155 0.052
H1 -2.218 0.283 0.747
H2 0.132 -2.001 -1.061
H3 0.187 1.913 -0.258
H4 -2.105 1.665 -0.210
H5 -0.591 -1.675 0.375
H6 0.973 -2.229 0.358
H7 0.222 1.474 1.085
H8 -1.825 0.078 -1.037

Entry 11:
This record from the OMol25 dataset describes a molecular structure, C33H42AsN3O2RuSSi2. The level of theory is wB97M-V/def2-TZVPD.

Output
* strongest force on any atom: 1.21 eV/A
* total charge: +1
* highest occupied orbital energy (spin up / spin down): -0.3810 / -0.3721 Eh
* ΔE to the lowest compared entry with this formula, charge and spin: 76.3 kJ/mol
* spin multiplicity: 2

Positions of all 85 atoms, in Å:
Ru1 -0.360 0.002 -0.293
As1 -2.992 2.749 -0.345
S1 -0.975 2.328 0.084
Si1 1.968 0.061 0.005
Si2 -0.275 -0.384 2.091
O1 -2.306 -4.373 -2.319
O2 -1.094 -1.998 -0.520
N1 -2.692 -1.579 -6.274
N2 -0.723 -5.017 -0.195
N3 -0.443 0.427 -2.549
C1 -2.285 -2.281 -0.179
C2 -2.687 -3.580 0.273
C3 2.392 -1.386 -1.083
C4 4.196 -0.537 3.466
C5 1.785 -4.654 -2.877
C6 -1.148 -1.962 2.619
C7 -4.950 -2.810 0.759
C8 -0.401 -4.253 -3.813
C9 0.974 -4.367 -3.964
C10 -1.020 0.955 3.179
C11 3.195 -0.761 4.409
C12 -0.645 1.081 -5.250
C13 0.059 1.891 -4.377
C14 -4.008 -3.787 0.774
C15 0.115 1.536 -3.042
C16 -0.982 -4.405 -2.558
C17 -3.296 -1.268 -0.118
C18 1.502 -0.510 2.684
C19 -3.666 2.144 -2.040
C20 -1.837 -4.684 0.401
C21 -0.160 -4.678 -1.465
C22 -4.565 -1.527 0.300
C23 -2.046 -0.910 -5.600
C24 -3.166 4.654 -0.380
C25 -3.198 -4.283 -3.433
C26 -1.250 -0.055 -4.742
C27 -1.110 -0.363 -3.394
C28 2.508 -0.281 1.747
C29 -4.170 2.152 1.037
C30 1.206 -4.818 -1.630
C31 1.865 -0.751 4.018
C32 2.802 1.609 -0.612
C33 3.854 -0.300 2.145
H1 -0.809 -2.818 2.028
H2 2.319 2.512 -0.226
H3 4.648 -0.133 1.421
H4 -2.986 -0.274 -0.402
H5 -2.544 5.045 -1.180
H6 2.157 -1.207 -2.137
H7 -2.234 -1.865 2.499
H8 2.856 -4.758 -2.994
H9 -4.264 -4.773 1.151
H10 0.553 2.791 -4.717
H11 -4.027 1.089 1.213
H12 -5.956 -2.996 1.110
H13 -0.952 -2.183 3.675
H14 -4.209 4.922 -0.545
H15 0.622 2.166 -2.326
H16 1.819 -5.065 -0.768
H17 -0.726 1.321 -6.303
H18 -5.201 2.363 0.753
H19 -4.195 -4.243 -3.007
H20 -3.251 1.172 -2.284
H21 3.457 -0.938 5.446
H22 -2.103 1.042 3.035
H23 -5.300 -0.728 0.309
H24 5.237 -0.545 3.768
H25 -0.572 1.930 2.976
H26 -3.102 -5.158 -4.075
H27 1.843 -2.271 -0.754
H28 3.465 -1.598 -0.997
H29 -3.908 2.703 1.938
H30 -0.841 0.714 4.235
H31 2.841 1.671 -1.703
H32 -0.217 -5.761 0.263
H33 -1.025 -4.085 -4.679
H34 1.096 -0.929 4.767
H35 -3.368 2.872 -2.791
H36 3.831 1.607 -0.237
H37 -1.538 -1.265 -2.971
H38 -4.753 2.084 -1.997
H39 -2.125 -5.409 1.160
H40 1.405 -4.254 -4.951
H41 -2.823 5.046 0.574
H42 -3.018 -3.381 -4.015